Record 1
Formula: C16H39N6O3
Source: the OMol25 dataset
Level of theory: ωB97M-V with the def2-TZVPD basis set

Results
- total charge = +1
- highest occupied orbital energy (eV) = -11.11
- gap between HOMO and LUMO (Ha) = 0.2465

Each line ends with the natural charge from an NBO analysis.
CARTESIAN COORDINATES (ANGSTROEM)
C1 0.62999 0.88675 2.37870  -0.246
O1 1.31401 1.55744 1.34971  -0.535
C2 0.46299 2.22685 0.44057  -0.062
C3 -0.27985 1.26978 -0.47993  -0.435
C4 0.66187 0.26081 -1.13830  -0.416
C5 -0.06056 -0.68262 -2.09369  -0.410
C6 -1.06858 -1.62377 -1.41395  -0.431
C7 -0.69539 -2.18858 -0.05529  -0.228
N1 0.42533 -3.15220 -0.08637  -0.096
C8 1.41153 -3.37094 -0.94601  0.219
N2 2.19636 -4.34675 -0.48823  -0.198
N3 1.71279 -4.73780 0.66051  0.086
N4 0.65441 -4.02016 0.89700  -0.111
H1 -0.03024 1.54838 2.94487  0.193
H2 0.02477 0.05675 1.99031  0.123
H3 1.38510 0.47595 3.04529  0.197
H4 -0.25300 2.85306 0.98394  0.179
H5 1.10404 2.89053 -0.13962  0.196
H6 -1.05736 0.74935 0.08863  0.182
H7 -0.78741 1.83648 -1.26335  0.228
H8 1.39079 0.82986 -1.71734  0.232
H9 1.23369 -0.26684 -0.36999  0.192
H10 -0.62773 -0.06637 -2.79396  0.246
H11 0.66512 -1.21339 -2.71232  0.194
H12 -1.97515 -1.05102 -1.21273  0.250
H13 -1.37541 -2.42462 -2.08907  0.232
H14 -1.54404 -2.73257 0.35999  0.237
H15 -0.42708 -1.40104 0.64652  0.245
H16 1.54840 -2.83993 -1.87041  0.266
H17 0.08473 -4.11658 1.73179  0.462
C9 -2.56828 -2.13046 6.65290  -0.616
C10 -1.27831 -1.48759 6.15860  -0.081
C11 -1.36039 0.02679 5.93996  -0.074
O2 -2.07170 0.39504 4.77310  -0.562
C12 -3.47952 0.48823 4.91302  -0.249
N5 -0.82347 -2.17426 4.93998  -0.835
H18 -3.29965 -2.23559 5.85101  0.199
H19 -2.36457 -3.12898 7.03650  0.226
H20 -3.02047 -1.54416 7.45371  0.215
H21 -0.51412 -1.64726 6.92442  0.197
H22 -0.34243 0.39618 5.78700  0.181
H23 -1.76811 0.54393 6.81667  0.178
H24 -3.75382 0.87498 5.89774  0.179
H25 -3.97144 -0.47469 4.75732  0.165
H26 -3.83608 1.18283 4.15350  0.192
H27 0.09680 -1.82104 4.69229  0.346
H28 -1.43564 -1.87305 4.18594  0.345
C13 3.03588 2.28107 -6.45707  -0.614
C14 2.53418 2.88134 -5.14783  -0.083
C15 1.62251 1.94650 -4.34363  -0.069
O3 0.30531 1.80437 -4.83788  -0.556
C16 0.14986 0.89212 -5.91012  -0.250
N6 1.91799 4.17850 -5.42205  -0.817
H29 2.26679 2.30251 -7.22906  0.204
H30 3.87952 2.85918 -6.82962  0.230
H31 3.36279 1.24758 -6.32514  0.200
H32 3.40760 3.06534 -4.51431  0.191
H33 1.50332 2.37124 -3.34201  0.173
H34 2.08548 0.95415 -4.22646  0.152
H35 0.82719 0.03801 -5.80445  0.162
H36 0.32476 1.36453 -6.87799  0.180
H37 -0.87904 0.53392 -5.88672  0.189
H38 1.70200 4.65674 -4.55310  0.354
H39 1.02097 4.02517 -5.87345  0.356

***

Record 2
Formula: C3H8NO
Source: the OMol25 dataset
Level of theory: ωB97M-V with the def2-TZVPD basis set

Results
- total charge = +1
- highest occupied orbital energy (eV) = -14.59
- gap between HOMO and LUMO (Ha) = 0.3132

Each line ends with the natural charge from an NBO analysis.
CARTESIAN COORDINATES (ANGSTROEM)
C1 -0.65969 -1.47421 0.04730  -0.152
C2 -0.50750 -0.14532 0.06721  -0.440
C3 -1.41017 0.88895 0.20799  0.466
N1 2.31847 0.34793 -0.11047  -1.062
O1 -2.60102 0.79205 -0.19598  -0.528
H1 -0.00333 -2.14323 -0.50607  0.241
H2 -1.52309 -2.12509 0.41700  0.228
H3 0.57297 0.36175 -0.05871  0.341
H4 -1.23591 1.84408 0.61887  0.221
H5 2.85287 -0.08812 0.64954  0.392
H6 2.96542 0.54889 -0.87451  0.393
H7 2.19121 1.32418 0.17970  0.364
H8 -2.96022 -0.13184 -0.44186  0.536